## A
The following is a quantum chemistry calculation of 2 unconnected molecules or ions with the total composition C5H9ClSi, from OMol25.

Gap between HOMO and LUMO (spin up / spin down) (eV): 9.212 / 6.336
E_HOMO (spin up / spin down) (Eh): -0.347 / -0.256

Each line ends with the Löwdin charge.
Geometry (Å):
C -0.48827 0.27498 0.67956  -0.17
C -0.15943 -0.93119 1.11614  0.06
C 0.15416 0.66446 -0.63587  -0.22
C 0.70799 -1.64470 0.11092  -0.21
C 0.72907 -0.63687 -1.10061  -0.21
Si -4.82010 0.35414 0.84282  0.04
Cl -5.06591 -0.43633 -0.87143  0.24
H -1.19701 0.95476 1.21607  0.10
H -0.69539 1.02688 -1.25159  0.11
H 0.90655 1.46829 -0.42150  0.12
H 1.72890 -1.81318 0.39466  0.08
H 0.24293 -2.54641 -0.37022  0.11
H 0.01543 -1.23181 -1.84867  0.14
H 1.70832 -0.48610 -1.56740  0.10
H -4.30328 -0.48450 1.98081  -0.13
H -4.53666 1.79748 1.07499  -0.14

## B
The following is a quantum chemistry calculation of 2 unconnected molecules or ions with the total composition C5H9ClSi, from OMol25.

Gap between HOMO and LUMO (spin up / spin down) (eV): 7.752 / 7.436
E_HOMO (spin up / spin down) (Eh): -0.312 / -0.297

Each line ends with the Löwdin charge.
Geometry (Å):
C -0.13391 0.09210 1.17543  -0.14
C 0.64954 -0.75059 0.44293  -0.11
C -1.55856 0.05404 0.62396  -0.20
C -0.05183 -1.47510 -0.65183  -0.27
C -1.25278 -0.57891 -0.77554  -0.23
Si 3.61996 -0.50049 0.51288  0.32
Cl 4.69113 0.87813 -0.57983  0.14
H 0.24840 0.47516 2.12737  0.08
H -2.23676 -0.54677 1.22960  0.09
H -2.15555 0.99472 0.46800  0.11
H 0.37716 -1.49984 -1.65428  0.10
H -0.20844 -2.50478 -0.32222  0.11
H -2.17320 -1.13661 -1.10679  0.11
H -0.91444 0.21702 -1.55884  0.14
H 4.12310 -1.56348 -0.42910  -0.12
H 3.76647 -0.70604 1.93252  -0.14

According to the calculations, the structures order from most to least stable as B, A.

## A
The following is a quantum chemistry calculation of C7H13NO2 in the gas phase, from OMol25.

Gap between HOMO and LUMO (eV): 9.708
SMILES: CC1(C)C(=O)N(O)C1(C)C
E_HOMO (Eh): -0.337

Each line ends with the Löwdin charge.
Geometry (Å):
C -1.09250 -1.33190 -0.99573  -0.45
C 0.06866 -0.92211 -0.17663  -0.36
C -0.42588 0.53219 -0.24335  -0.43
C 0.06120 -1.54149 1.24393  -0.01
C 1.34744 -1.23595 -1.03105  -0.01
C 0.36395 1.51382 -1.07135  -0.02
C -1.05082 1.02018 1.04956  -0.03
N -1.55089 -0.02689 -1.10619  -0.05
O -1.48190 -2.27299 -1.58622  0.14
O -2.68179 0.61844 -1.54834  0.03
H 0.63944 -0.84708 1.81687  0.08
H 0.57637 -2.58663 1.33657  0.13
H -0.83654 -1.62192 1.66901  0.02
H 2.24934 -0.84357 -0.67101  0.06
H 1.08410 -0.90753 -2.07876  0.12
H 1.46453 -2.26034 -0.94780  0.06
H -0.05145 1.56147 -2.07036  0.08
H 1.55791 1.19372 -1.15506  0.13
H 0.33440 2.57979 -0.66156  0.10
H -1.66724 1.81860 0.87844  0.04
H -0.21087 1.53225 1.73425  0.14
H -1.60692 0.19398 1.54218  0.09
H -3.52010 0.49281 -1.03109  0.13

## B
The following is a quantum chemistry calculation of C7H13NO2 in the gas phase, from OMol25.

Gap between HOMO and LUMO (spin up / spin down) (eV): 8.120 / 7.503
E_HOMO (spin up / spin down) (Eh): -0.272 / -0.249

Each line ends with the Löwdin charge.
Geometry (Å):
C -1.88548 -1.06528 -0.10317  -0.07
C -0.40613 -0.92877 -0.19378  -0.43
C -0.33223 0.62197 0.11177  -0.53
C 0.40002 -1.88399 0.66242  -0.02
C -0.04057 -1.12657 -1.72649  -0.01
C 0.85633 1.44142 -0.38247  -0.05
C -0.51871 0.91292 1.61064  -0.02
N -1.45349 1.04270 -0.71318  -0.07
O -2.90220 -1.62935 0.17048  0.16
O -2.33134 1.93671 -0.20438  -0.06
H 1.34781 -1.62298 0.63373  0.03
H 0.15740 -2.90905 0.43077  0.09
H 0.06015 -1.85596 1.74054  0.11
H -0.28412 -2.10667 -2.09564  0.08
H 0.96172 -0.73212 -1.89609  0.08
H -0.75336 -0.28435 -2.11401  0.11
H 1.09716 1.41457 -1.41422  0.05
H 1.89011 1.13900 -0.07722  0.10
H 0.80303 2.49394 -0.18350  0.08
H -0.76994 2.04919 1.75407  0.13
H 0.30917 0.55340 2.11806  0.06
H -1.32944 0.49717 2.04451  0.04
H -2.96012 2.15535 -0.90306  0.11

According to the calculations, the structures order from most to least stable as A, B.

## A
The following is a quantum chemistry calculation of C2H2FN in the gas phase, from OMol25.

Gap between HOMO and LUMO (eV): 10.119
SMILES: C=C=NF
E_HOMO (Eh): -0.368

Each line ends with the Löwdin charge.
Geometry (Å):
C 0.25441 0.08532 0.00809  0.08
C 1.69727 0.31724 -0.09366  0.01
N 3.03093 0.52626 -0.04012  -0.02
F 3.92965 -0.44602 0.07318  -0.06
H -0.40579 0.14971 -0.72976  -0.01
H 0.07258 0.06731 0.98979  -0.01

## B
The following is a quantum chemistry calculation of C2H2FN in the gas phase, from OMol25.

Gap between HOMO and LUMO (eV): 10.721
SMILES: F[C@@H]1C=N1
E_HOMO (Eh): -0.362

Each line ends with the Löwdin charge.
Geometry (Å):
C -0.47183 0.83308 -0.02947  -0.02
C 0.29480 -0.53655 0.21894  -0.28
N 0.78474 0.83112 0.15028  0.09
F 0.39894 -1.31053 -0.94814  -0.06
H -1.29333 1.48174 -0.46247  0.12
H 0.28668 -1.29887 1.07086  0.15

According to the calculations, the structures order from most to least stable as B, A.

## A
The following is a quantum chemistry calculation of a molecular structure, C39H40Cl2FGeN4O9S2V, from OMol25.

Gap between HOMO and LUMO (spin up / spin down) (eV): 5.767 / 6.363
Net charge: -1
Multiplicity: 2
E_HOMO (spin up / spin down) (Eh): -0.178 / -0.178

Each line ends with the Löwdin spin population.
Geometry (Å):
V 0.73832 0.74174 2.12847  1.12
O -0.19984 -3.50013 6.68340  0.00
C -0.75414 -4.27897 5.76951  0.00
O -1.20066 -5.36467 6.04980  0.00
C -0.81601 -3.76185 4.36955  0.00
C -1.27129 -4.50480 3.29880  0.00
Cl -1.78557 -6.12107 3.20323  0.00
N -1.19647 -3.72974 2.19108  0.00
N -0.71757 -2.51319 2.47282  0.00
C -0.47637 -2.51497 3.76959  0.00
C 0.12992 -1.29646 4.38027  0.00
O 0.43926 -1.27194 5.56654  0.01
O 0.27552 -0.29024 3.59856  -0.01
C -1.45785 -4.07767 0.83017  0.00
C -2.69956 -4.57134 0.46251  0.00
C -2.93513 -4.87000 -0.86955  0.00
C -1.94028 -4.66102 -1.81674  0.00
C -0.70850 -4.15333 -1.43229  0.00
C -0.45688 -3.86138 -0.10036  0.00
H 0.12670 -2.64114 6.29125  0.00
H -3.47121 -4.70394 1.20873  0.00
H -3.90368 -5.24717 -1.17061  0.00
H -2.13266 -4.88264 -2.85865  0.00
H 0.05938 -3.96405 -2.17049  0.00
H 0.48715 -3.43796 0.21652  0.00
O 5.38580 4.34254 1.05621  0.00
C 5.70622 3.71287 -0.06854  0.00
O 6.75731 3.91419 -0.62187  0.00
C 4.70468 2.76014 -0.62622  0.00
C 4.88694 2.03058 -1.78490  0.00
Cl 6.22319 1.92121 -2.82621  0.00
N 3.77207 1.28544 -1.98722  0.00
N 2.87454 1.47503 -1.02137  0.00
C 3.40952 2.35406 -0.19761  0.00
C 2.61933 2.72820 0.99976  0.00
O 2.96967 3.60621 1.77304  0.00
O 1.50365 2.06977 1.13585  -0.01
C 3.45677 0.34136 -3.01388  0.00
C 2.92982 -0.87798 -2.61999  0.00
C 2.54557 -1.78234 -3.59714  0.00
C 2.69294 -1.46951 -4.94084  0.00
C 3.21880 -0.24048 -5.31611  0.00
C 3.59912 0.67863 -4.35039  0.00
H 4.49181 4.07899 1.39070  0.00
H 2.79741 -1.08962 -1.56644  0.00
H 2.12252 -2.73324 -3.30107  0.00
H 2.38713 -2.17884 -5.69935  0.00
H 3.31975 0.01276 -6.36334  0.00
H 3.98567 1.64899 -4.62939  0.00
F -3.18118 5.63678 -0.60051  0.00
C -2.58238 4.76766 0.25187  -0.01
C -3.26568 3.63630 0.64305  0.00
C -2.63959 2.75332 1.51127  -0.01
C -1.35276 2.98903 1.99506  0.00
C -0.70856 2.02282 2.92148  -0.04
C -0.70294 4.15151 1.57384  -0.01
C -1.30794 5.04445 0.70284  0.00
H -4.26243 3.44953 0.26518  0.00
H -3.16041 1.85154 1.81428  0.00
H -1.44595 1.41950 3.44606  0.00
H -0.07918 2.52533 3.66882  0.00
H 0.29842 4.35755 1.93340  0.00
H -0.80454 5.94332 0.37250  0.00
C -5.45557 -1.58719 -0.41518  0.00
C -4.90638 -0.18645 -0.17031  0.00
C -3.56949 0.07117 -0.86814  0.00
C -2.44273 -0.85155 -0.40882  0.00
Ge -0.49855 -0.35102 -0.73090  -0.02
C -0.68892 1.52683 -1.44914  0.00
C -1.08950 1.54794 -2.92795  0.00
C -0.28267 0.58676 -3.79806  0.00
C -0.58973 0.72852 -5.28242  0.00
H -6.42218 -1.73267 0.07119  0.00
H -4.77045 -2.34703 -0.03681  0.00
H -5.58750 -1.76856 -1.48566  0.00
H -4.77624 -0.03289 0.90729  0.00
H -5.64138 0.55510 -0.50186  0.00
H -3.29037 1.11508 -0.71220  0.00
H -3.71433 -0.03963 -1.94926  0.00
H -2.56868 -1.85067 -0.83958  0.00
H -2.49803 -1.00568 0.67767  0.00
H -0.47330 0.32137 1.08801  -0.02
H 0.29296 1.98912 -1.32748  0.00
H -1.39595 2.11831 -0.86312  0.00
H -0.97300 2.56130 -3.33480  0.00
H -2.15206 1.30670 -3.03303  0.00
H -0.47845 -0.44832 -3.48746  0.00
H 0.78622 0.74762 -3.62371  0.00
H -1.64833 0.54602 -5.48409  0.00
H -0.00612 0.02746 -5.88276  0.00
H -0.35895 1.73866 -5.63023  0.00
C 3.47135 1.46487 4.14652  0.00
O 2.80522 0.72625 3.11217  0.01
C 3.44026 -0.32754 2.48104  0.00
S 5.00179 -0.69890 2.78886  0.00
S 2.33069 -1.05520 1.39555  -0.01
H 2.75429 2.21678 4.46394  0.00
H 4.37013 1.93232 3.75124  0.00
H 3.72826 0.79541 4.96458  0.00

## B
The following is a quantum chemistry calculation of a molecular structure, C39H40Cl2FGeN4O9S2V, from OMol25.

Gap between HOMO and LUMO (spin up / spin down) (eV): 5.949 / 6.445
Net charge: -1
Multiplicity: 2
E_HOMO (spin up / spin down) (Eh): -0.184 / -0.184

Each line ends with the Löwdin spin population.
Geometry (Å):
V 0.69933 -0.20236 0.04503  1.08
O 4.77457 0.33256 4.79437  0.00
C 3.77713 0.78749 5.53370  0.00
O 3.93466 1.09460 6.69004  0.00
C 2.43664 0.90082 4.88368  0.00
C 1.28656 1.26894 5.55114  0.00
Cl 1.01581 1.59618 7.19552  0.00
N 0.27110 1.28571 4.65464  0.00
N 0.68804 0.94292 3.43186  0.00
C 1.97917 0.70212 3.54868  0.00
C 2.72983 0.24159 2.34694  0.00
O 3.92196 -0.02626 2.41727  0.00
O 2.05524 0.12952 1.25530  -0.01
C -1.11981 1.51658 4.87742  0.00
C -1.54440 2.68010 5.50037  0.00
C -2.90217 2.89548 5.66922  0.00
C -3.82006 1.96374 5.20080  0.00
C -3.37843 0.81110 4.56872  0.00
C -2.02082 0.57509 4.41174  0.00
H 4.47563 0.09668 3.87340  0.00
H -0.82055 3.41358 5.82940  0.00
H -3.24395 3.80496 6.14578  0.00
H -4.88087 2.14342 5.31984  0.00
H -4.08898 0.09588 4.17688  0.00
H -1.65792 -0.30845 3.90209  0.00
O -1.06762 -3.81084 -4.72300  0.00
C -2.29493 -3.95200 -4.24232  0.00
O -3.11599 -4.63348 -4.80369  0.00
C -2.62803 -3.21422 -2.98948  0.00
C -3.84296 -3.29418 -2.33846  0.00
Cl -5.21014 -4.24552 -2.66815  0.00
N -3.79637 -2.46317 -1.26659  0.00
N -2.61321 -1.85813 -1.16918  0.00
C -1.89708 -2.29457 -2.18448  0.00
C -0.49190 -1.81843 -2.26220  0.00
O 0.31273 -2.27830 -3.05985  0.00
O -0.19360 -0.91402 -1.38815  -0.02
C -4.75858 -2.22418 -0.23781  0.00
C -4.32043 -2.26771 1.07652  0.00
C -5.22432 -1.99274 2.09060  0.00
C -6.54066 -1.67233 1.79014  0.00
C -6.95838 -1.61777 0.46714  0.00
C -6.06465 -1.88792 -0.55734  0.00
H -0.51884 -3.19081 -4.17735  0.00
H -3.28155 -2.48958 1.28800  0.00
H -4.89197 -2.02937 3.11993  0.00
H -7.24139 -1.45761 2.58696  0.00
H -7.97980 -1.35147 0.22887  0.00
H -6.37072 -1.82488 -1.59234  0.00
F -1.76627 3.80906 -4.89131  0.00
C -0.95403 3.17746 -4.00648  0.00
C -0.66007 3.79546 -2.81003  0.00
C 0.16165 3.13520 -1.90823  0.00
C 0.70473 1.88203 -2.19140  0.00
C 1.59179 1.20172 -1.20960  -0.01
C 0.39064 1.30205 -3.42244  0.00
C -0.44371 1.93725 -4.33146  0.00
H -1.08348 4.76710 -2.58976  0.00
H 0.39580 3.60105 -0.95789  0.00
H 2.08953 1.93238 -0.57055  0.00
H 2.36743 0.61427 -1.71623  0.01
H 0.79822 0.32886 -3.66988  0.00
H -0.69331 1.48451 -5.28211  0.00
C -2.25625 5.82549 2.95939  0.00
C -1.57336 5.53910 1.62724  0.00
C -2.16574 4.33594 0.88641  0.00
C -1.90902 2.99655 1.57138  0.00
Ge -2.39528 1.15049 0.86031  -0.02
C -3.12782 1.43952 -1.00221  0.00
C -4.13267 2.56514 -1.21996  0.00
C -5.22823 2.57770 -0.15683  0.00
C -6.22968 3.70955 -0.34533  0.00
H -1.84832 6.71987 3.43477  0.00
H -2.13458 4.99414 3.65260  0.00
H -3.32903 5.98147 2.81531  0.00
H -0.50483 5.36464 1.79306  0.00
H -1.64686 6.42577 0.98898  0.00
H -1.75888 4.31904 -0.12718  0.00
H -3.24225 4.50079 0.77411  0.00
H -2.39978 2.98428 2.55590  0.00
H -0.84175 2.90075 1.81301  0.00
H -0.29556 0.98577 0.46923  -0.02
H -3.59512 0.48526 -1.25889  0.00
H -2.26811 1.53559 -1.67406  0.00
H -4.60827 2.46100 -2.20399  0.00
H -3.62849 3.53287 -1.23351  0.00
H -4.76814 2.66192 0.83716  0.00
H -5.74653 1.61274 -0.16849  0.00
H -5.73207 4.68074 -0.28612  0.00
H -7.01566 3.68914 0.41204  0.00
H -6.70655 3.64503 -1.32621  0.00
C 2.51651 -3.28835 -0.53230  0.00
O 1.52790 -2.47874 0.11180  0.01
C 0.70047 -3.03075 1.05478  0.00
S 0.77541 -4.61724 1.46761  0.00
S -0.37023 -1.83067 1.64591  0.00
H 3.03936 -2.61681 -1.20814  0.00
H 2.03827 -4.09429 -1.08560  0.00
H 3.19614 -3.70673 0.20730  0.00

According to the calculations, the structures order from most to least stable as A, B.